No. 1
Molecular formula: C6H13N3O
Method: DFT, ωB97M-V with the def2-TZVPD basis set

Geometry (Å):
C -2.92 3.12 -0.88
C -1.75 3.30 -1.01
N -0.42 3.34 -1.15
C 0.29 2.18 -0.88
N 0.16 1.14 -1.71
N 1.06 2.05 0.18
H -3.88 2.72 -0.65
H 0.03 4.17 -1.49
H 0.86 0.47 -1.38
H -0.79 0.80 -1.56
H 1.28 1.03 0.38
H 0.59 2.39 1.02
C 0.71 -2.96 -0.30
C 1.06 -2.08 0.91
C -0.09 -2.17 1.92
O 1.20 -0.78 0.50
H -0.21 -2.61 -0.79
H 1.51 -2.94 -1.04
H 0.55 -4.00 -0.01
H 1.93 -2.57 1.39
H -1.03 -1.81 1.49
H 0.12 -1.58 2.82
H -0.25 -3.21 2.25

Values from the calculation:
Frontier orbital gap ... 5.968 eV
Lowest unoccupied orbital energy ... -1.0 eV
Energy relative to the best compared isomer or geometry (same formula, charge and spin) ... 140.0 kcal per mole

Atomic partial charges in e from the natural (NBO) method, atoms 1 to 8: -0.25, 0.12, -0.69, 0.76, -0.78, -0.73, 0.25, 0.44

***

No. 2
Molecular formula: C34H45IN9O4ReS2
Method: DFT, ωB97M-V with the def2-TZVPD basis set

Geometry (Å):
Re -0.02 0.08 -0.48
N -3.47 1.35 0.82
C -2.47 0.58 0.39
O -1.51 1.03 -0.29
C -2.43 -0.83 0.77
C -1.51 -1.43 -0.24
H -3.47 2.34 0.63
H -4.19 0.98 1.40
H -3.41 -1.32 0.82
H -2.03 -0.85 1.78
H -2.03 -1.64 -1.18
H -1.10 -2.38 0.10
I 1.87 -6.87 2.88
C 1.30 -4.85 2.94
C -0.04 -4.51 2.86
C -0.40 -3.17 2.83
C 0.58 -2.18 2.83
C 1.91 -2.54 2.98
C 2.28 -3.87 3.05
C 0.24 -0.73 2.65
O -0.04 -0.02 3.60
O 0.29 -0.25 1.43
H -0.80 -5.28 2.81
H -1.45 -2.92 2.81
H 2.67 -1.77 3.03
H 3.32 -4.15 3.16
C 4.41 4.64 0.55
N 3.89 3.31 0.84
C 3.27 2.52 -0.05
N 3.12 2.98 -1.30
S 2.77 0.97 0.43
H 4.82 5.06 1.46
H 3.61 5.30 0.20
H 5.19 4.61 -0.21
H 4.08 2.90 1.73
H 3.34 3.94 -1.53
H 2.47 2.49 -1.89
C 0.08 5.22 -1.75
N 0.13 4.57 -0.44
C 0.08 5.32 0.70
C 0.06 4.75 1.92
C 0.05 3.31 1.98
N 0.10 2.60 0.86
C 0.14 3.18 -0.34
O 0.24 2.49 -1.38
N 0.03 2.67 3.14
H 0.76 6.06 -1.78
H -0.93 5.57 -1.96
H 0.34 4.48 -2.50
H 0.07 6.39 0.57
H 0.04 5.35 2.82
H -0.03 3.19 4.00
H -0.01 1.65 3.20
C 4.20 -3.81 -3.40
N 3.10 -3.08 -2.78
C 1.82 -3.22 -3.46
C 3.15 -2.66 -1.49
S 1.73 -2.63 -0.53
N 4.36 -2.31 -1.01
C 4.57 -2.14 0.43
C 5.37 -1.65 -1.83
H 3.82 -4.78 -3.74
H 4.99 -3.99 -2.68
H 4.60 -3.28 -4.26
H 2.00 -3.16 -4.54
H 1.15 -2.43 -3.15
H 1.34 -4.18 -3.23
H 4.29 -1.14 0.75
H 5.63 -2.29 0.64
H 3.98 -2.86 0.98
H 5.05 -1.59 -2.86
H 6.32 -2.19 -1.78
H 5.53 -0.64 -1.45
C 2.92 1.05 -5.09
C 3.21 0.55 -3.82
C 2.19 0.16 -2.96
C 0.85 0.27 -3.34
C 0.57 0.74 -4.62
C 1.59 1.13 -5.48
N -0.20 -0.03 -2.41
C -1.45 -0.31 -3.07
C -1.57 -1.44 -3.87
C -2.79 -1.74 -4.48
C -3.88 -0.91 -4.30
C -3.75 0.24 -3.52
C -2.54 0.54 -2.92
H 3.71 1.38 -5.74
H 4.24 0.48 -3.49
H 2.43 -0.22 -1.98
H -0.46 0.86 -4.94
H 1.34 1.51 -6.47
H -0.72 -2.10 -4.00
H -2.88 -2.63 -5.08
H -4.83 -1.14 -4.76
H -4.59 0.90 -3.39
H -2.42 1.42 -2.31

Values from the calculation:
Frontier orbital gap (spin up / spin down) ... 7.047 / 6.925 eV
Lowest unoccupied orbital energy (spin up / spin down) ... -2.5 / -2.5 eV
Net charge ... +1
Spin multiplicity ... 2
Energy relative to the best compared isomer or geometry (same formula, charge and spin) ... 42.4 kcal per mole

Atomic partial charges in e from the Löwdin method, atoms 1 to 8: 1.48, 0.26, -0.42, -0.22, -0.16, -0.22, 0.14, 0.13

***

No. 3
Molecular formula: C42H84BCl2N2O20PS
Method: DFT, ωB97M-V with the def2-TZVPD basis set

Geometry (Å):
C 1.05 -0.10 3.57
C 1.96 0.37 2.44
C 2.09 1.89 2.43
Cl 3.77 2.36 2.04
C 1.00 2.60 1.60
O 0.67 2.02 0.33
C 1.65 1.72 -0.65
P 2.28 3.12 -1.72
N 0.97 4.18 -1.57
O 3.27 3.79 -0.60
C 1.09 0.53 -1.54
S 0.91 1.08 -3.31
C 2.17 -0.57 -1.51
C 1.84 -1.85 -2.28
C 2.86 -2.18 -3.38
O 2.98 -3.58 -3.53
C 3.08 -4.02 -4.86
O -0.07 -0.15 -1.09
C -1.48 0.22 -0.90
C -1.82 -0.05 0.58
C -3.20 -0.66 0.87
C -3.53 -0.64 2.36
C -3.84 0.73 2.95
C -5.00 1.49 2.32
O -6.19 1.46 3.12
C -6.80 0.25 3.22
C -7.21 -0.07 4.61
O -6.96 -0.45 2.26
C -2.14 -0.88 -1.75
O -3.51 -0.64 -2.01
N -3.81 -0.89 -3.37
O -4.95 -0.75 -3.57
C -1.85 1.65 -1.38
Cl -3.16 2.36 -0.37
C -2.19 1.87 -2.88
C -3.59 2.33 -3.26
B 0.95 4.20 1.57
O 1.99 5.02 1.86
O -0.26 4.78 1.20
H 0.04 0.28 3.47
H 1.43 0.26 4.53
H 1.02 -1.19 3.63
H 1.56 0.03 1.48
H 2.95 -0.06 2.59
H 1.93 2.24 3.46
H 0.09 2.38 2.18
H 2.56 1.33 -0.19
H 0.50 4.35 -2.45
H 0.30 4.05 -0.82
H 2.90 4.61 -0.25
H 0.10 0.06 -3.60
H 2.33 -0.82 -0.46
H 3.07 -0.10 -1.91
H 1.84 -2.69 -1.60
H 0.85 -1.80 -2.73
H 2.54 -1.73 -4.33
H 3.84 -1.76 -3.13
H 2.11 -4.00 -5.37
H 3.45 -5.05 -4.85
H 3.79 -3.42 -5.44
H -1.71 0.87 1.15
H -1.05 -0.73 0.94
H -3.22 -1.70 0.55
H -3.98 -0.16 0.30
H -4.35 -1.33 2.56
H -2.66 -1.04 2.89
H -4.07 0.62 4.02
H -2.94 1.36 2.91
H -5.24 1.11 1.32
H -4.77 2.55 2.22
H -6.48 -0.77 5.02
H -7.20 0.83 5.23
H -8.19 -0.54 4.61
H -1.60 -0.98 -2.70
H -2.03 -1.83 -1.23
H -1.01 2.29 -1.13
H -1.48 2.60 -3.26
H -1.97 0.95 -3.42
H -4.38 1.71 -2.83
H -3.68 2.29 -4.34
H -3.76 3.37 -2.96
H 1.70 5.94 1.90
H -1.03 4.43 1.66
C 6.72 -3.72 -3.77
C 6.95 -2.96 -2.48
O 5.71 -2.60 -1.86
C 5.03 -3.45 -1.06
C 5.49 -4.88 -0.98
O 4.04 -3.04 -0.52
H 6.21 -4.68 -3.60
H 7.67 -3.92 -4.26
H 6.09 -3.14 -4.45
H 7.59 -3.51 -1.79
H 7.43 -2.01 -2.68
H 4.93 -5.46 -1.71
H 5.25 -5.25 0.01
H 6.55 -5.02 -1.17
C 2.75 -9.42 1.21
C 2.81 -9.51 -0.30
O 3.70 -8.54 -0.87
C 5.02 -8.75 -0.99
C 5.66 -9.96 -0.34
O 5.67 -7.93 -1.57
H 3.71 -9.65 1.67
H 2.01 -10.12 1.60
H 2.46 -8.41 1.51
H 3.06 -10.51 -0.64
H 1.84 -9.26 -0.73
H 6.03 -9.66 0.64
H 6.50 -10.27 -0.95
H 4.99 -10.81 -0.21
C -6.45 3.63 -0.17
C -7.61 4.59 -0.06
O -7.41 5.78 -0.83
C -7.69 5.84 -2.15
C -8.04 4.57 -2.91
O -7.61 6.90 -2.70
H -6.32 3.26 -1.19
H -6.61 2.77 0.48
H -5.52 4.12 0.12
H -8.55 4.12 -0.32
H -7.70 4.95 0.96
H -7.13 4.19 -3.37
H -8.74 4.84 -3.70
H -8.48 3.79 -2.30
C 8.70 2.11 -4.54
C 7.64 1.07 -4.24
O 7.91 0.35 -3.03
C 7.55 0.82 -1.81
C 7.04 2.23 -1.67
O 7.68 0.08 -0.87
H 8.74 2.88 -3.77
H 8.49 2.59 -5.50
H 9.68 1.63 -4.60
H 6.64 1.51 -4.20
H 7.62 0.30 -5.01
H 7.88 2.86 -1.39
H 6.32 2.25 -0.87
H 6.58 2.64 -2.56
C -4.23 4.34 6.10
C -5.64 3.82 5.91
O -5.78 2.46 6.33
C -6.03 2.09 7.61
C -5.97 3.12 8.71
O -6.25 0.93 7.81
H -3.95 4.35 7.15
H -4.15 5.35 5.71
H -3.52 3.70 5.57
H -6.38 4.45 6.40
H -5.89 3.79 4.85
H -4.98 3.09 9.15
H -6.69 2.84 9.47
H -6.18 4.14 8.39

Values from the calculation:
Frontier orbital gap ... 8.338 eV
Lowest unoccupied orbital energy ... -0.1 eV

Atomic partial charges in e from the Löwdin method, atoms 1 to 8: -0.09, -0.26, -0.62, 0.70, -0.21, -0.14, -0.41, 0.83

***

No. 4
Molecular formula: C4H9NO2
Method: DFT, ωB97M-V with the def2-TZVPD basis set

Geometry (Å):
H 1.82 0.71 1.52
N 1.32 -0.14 1.25
C 0.06 0.04 1.23
C -0.83 -1.14 0.87
O -0.63 -2.20 1.78
H -0.42 1.01 1.47
H -1.89 -0.86 0.91
H -0.58 -1.45 -0.16
H 0.33 -2.33 1.81
C -0.41 1.16 -1.50
C 0.88 0.36 -1.57
O 0.92 -0.80 -1.89
H -0.30 2.08 -0.92
H -1.23 0.56 -1.11
H -0.68 1.43 -2.53
H 1.81 0.92 -1.33

Values from the calculation:
Frontier orbital gap ... 10.743 eV
Lowest unoccupied orbital energy ... 0.8 eV
Energy relative to the best compared isomer or geometry (same formula, charge and spin) ... 58.8 kcal per mole

Atomic partial charges in e from the natural (NBO) method, atoms 1 to 8: 0.34, -0.63, 0.12, -0.15, -0.70, 0.16, 0.18, 0.20

***

Results for calculated total energy: -475.7437, -3288.5579, -4949.8379, -362.9918 (in a.u., following the order of the records).
Results for max |F|: 0.036, 0.160, 0.016, 0.012 (in Eh/bohr, following the order of the records).